Entry 1:
The following is a DFT calculation (wB97M-V/def2-TZVPD) of C18H13Br4N5O6PtS3 as an isolated structure.

Last column: Löwdin charge in e.
Atoms and positions in Å:
Pt -0.37997 -1.15024 -3.81292  0.63
Br 2.44130 4.53828 -0.90454  0.66
C 1.99261 2.74310 -1.30796  -0.78
C 2.35246 1.71909 -0.45600  -0.76
Br 3.29304 2.08082 1.15237  0.69
C 2.02945 0.39178 -0.79736  -0.62
Br 2.50168 -1.08538 0.29965  0.79
C 1.33006 0.07141 -1.95358  -0.46
O 0.98306 -1.14547 -2.25899  -0.30
C 0.90935 1.14545 -2.82269  -0.47
O 0.16488 0.85827 -3.84495  -0.28
C 1.28898 2.44364 -2.48915  -0.66
Br 0.68009 3.80547 -3.65665  0.72
S -1.99455 -1.32272 -5.43782  0.51
C -2.16649 -2.98181 -5.03998  -1.16
S -1.03945 -3.33996 -3.78892  0.50
C -3.05274 -3.88226 -5.62122  -0.40
C -3.10238 -5.23999 -5.20860  -0.28
N -3.15743 -6.34542 -4.87815  0.11
C -3.93744 -3.48697 -6.65926  -0.28
N -4.65511 -3.18217 -7.51136  0.11
C 3.31452 -0.40414 4.34096  -0.12
C 2.24783 0.40157 5.06035  -0.30
S 0.58927 -0.03904 4.59597  0.63
O 0.47045 -1.47798 4.65209  -0.32
O -0.30822 0.76112 5.39873  -0.32
C 0.44410 0.48681 2.90481  -0.24
C -1.02594 0.46193 2.49899  -0.14
N -1.20159 0.81190 1.09858  0.05
C -1.30375 -0.07201 0.07068  -0.32
N -1.47405 0.53014 -1.09129  0.16
C -1.45330 1.85872 -0.83764  -0.02
C -1.26939 2.06258 0.50381  -0.15
N -1.14843 3.29471 1.18689  -0.33
O -1.36201 4.31207 0.55355  0.07
O -0.83360 3.27931 2.37547  0.05
C -1.22390 -1.54989 0.21311  0.00
H 4.29148 -0.18682 4.77512  0.08
H 3.36038 -0.15925 3.28141  0.02
H 3.11921 -1.47117 4.44211  0.08
H 2.33311 1.47632 4.89509  0.10
H 2.25118 0.22103 6.13761  0.10
H 1.04094 -0.18652 2.28738  0.02
H 0.84204 1.50029 2.83233  0.07
H -1.58882 1.15678 3.11309  0.12
H -1.44215 -0.53500 2.63569  0.13
H -1.53627 2.60547 -1.61021  0.12
H -0.47399 -1.85533 0.94295  0.06
H -0.95075 -1.94781 -0.76357  0.06
H -2.18980 -1.97067 0.50400  0.09

Properties
Energy relative to the best compared isomer or geometry (same formula, charge and spin) ... 0.0 kcal per mole
Total charge ... -2
LUMO ... 3.524 eV
Orbital gap ... 5.59 eV

***

Entry 2:
The following is a DFT calculation (wB97M-V/def2-TZVPD) of one molecule with the formula Br2HOPS in a non-equilibrium geometry.

Last column: Löwdin charge in e.
Atoms and positions in Å:
O 1.48473 0.23787 0.09628  -0.45
P 0.45014 -0.74696 -0.56222  0.21
Br 0.75907 -2.36259 1.03054  0.22
S -1.49629 0.30838 -0.81526  -0.08
Br -2.82480 1.54452 0.70136  0.04
H 1.62714 1.01879 -0.45070  0.06

Properties
Energy relative to the best compared isomer or geometry (same formula, charge and spin) ... 36.2 kcal per mole
Total charge ... 0
LUMO ... -1.787 eV
SMILES ... OP(Br)SBr
Orbital gap ... 7.85 eV

***

Entry 3:
The following is a DFT calculation (wB97M-V/def2-TZVPD) of a 7-piece molecular cluster, C2H18O6 overall in a non-equilibrium geometry.

Last column: Löwdin charge in e.
Atoms and positions in Å:
C -0.47822 -3.10157 -4.44650  -0.16
C 0.42802 -3.73467 -3.33055  -0.15
H 0.20972 -2.83244 -5.24715  0.06
H -0.82173 -2.14093 -4.06371  0.05
H -1.30086 -3.73084 -4.76401  0.05
H 1.07667 -4.44154 -3.83871  0.05
H 0.92605 -2.86466 -2.91918  0.05
H -0.16283 -4.22690 -2.56434  0.05
O -0.27458 -0.42885 2.32757  -0.07
H -0.02483 0.50553 2.42555  0.02
H -0.01411 -0.99109 3.08229  0.06
O -0.18636 2.80555 2.28257  -0.07
H -0.93848 2.54957 2.80787  0.00
H -0.49038 2.57429 1.39601  0.03
O 2.45006 2.09441 0.61743  -0.05
H 3.36579 2.14967 0.33836  0.04
H 2.56107 2.37881 1.53042  0.04
O -1.27624 3.37091 4.80465  -0.06
H -2.21822 3.53019 4.99627  0.06
H -0.93941 4.19834 4.42888  0.05
O 1.07387 -0.21467 -0.84477  -0.08
H 1.71596 0.53667 -0.79680  0.02
H 1.72072 -0.91437 -0.71508  0.03
O -2.38045 1.05026 1.11087  -0.06
H -2.26287 1.55381 0.28825  0.05
H -1.75836 0.32455 1.09383  0.00

Properties
Energy relative to the best compared isomer or geometry (same formula, charge and spin) ... 16.7 kcal per mole
Total charge ... 0
LUMO ... 0.478 eV
SMILES ... CC.O.O.O.O.O.O
Orbital gap ... 11.43 eV

***

Entry 4:
The following is a DFT calculation (wB97M-V/def2-TZVPD) of C6H11ClF3O2RhW as an isolated structure in a non-equilibrium geometry.

Last column: Löwdin charge in e.
Atoms and positions in Å:
Rh -0.15545 -0.25209 0.55561  1.07
Cl -1.47631 -2.62047 -1.86126  -0.28
C 0.61714 -2.00171 1.00453  -0.27
H 0.59100 -2.10597 2.10706  0.03
H 1.66310 -2.07896 0.66197  0.02
H 0.00508 -2.79744 0.53899  -0.02
W 0.08499 -0.35335 -1.89414  0.94
C -1.04537 1.05285 -2.75608  -0.31
C 1.76702 -0.87695 -2.86871  -0.30
C 1.11460 0.99336 -0.95430  -0.32
H 2.66459 -0.58719 -2.31914  0.01
H 1.73103 -1.96473 -3.01588  0.01
H 1.76521 -0.40158 -3.85671  0.02
H -1.05777 1.98396 -2.18841  0.01
H -0.69223 1.23560 -3.77571  0.02
H -2.05952 0.63049 -2.82169  0.01
H 2.13401 0.81377 -0.61432  0.00
H 0.73174 1.98876 -0.73490  0.00
F -2.67654 0.85461 4.35973  0.15
C -1.39987 1.24102 4.11419  -0.48
F -1.33097 2.59985 4.20020  0.14
F -0.59511 0.70864 5.08649  0.14
C -0.91749 0.77502 2.70823  -0.51
O -1.76358 0.22304 1.92981  -0.05
O 0.30070 0.93945 2.39445  -0.03

Properties
Energy relative to the best compared isomer or geometry (same formula, charge and spin) ... 24.5 kcal per mole
Spin multiplicity ... 7
Total charge ... 0
LUMO (spin up / spin down) ... -0.245 / -3.707 eV
Orbital gap (spin up / spin down) ... 7.20 / 6.41 eV

***

Entry 5:
The following is a DFT calculation (wB97M-V/def2-TZVPD) of a 4-piece molecular cluster, C3H11NO3 overall in a non-equilibrium geometry.

Last column: Löwdin charge in e.
Atoms and positions in Å:
C 0.22667 -1.97728 -2.33645  -0.01
C -0.81287 -1.35090 -2.90437  -0.24
N -0.89653 0.07092 -2.74867  -0.01
C -0.64435 0.60261 -1.63962  -0.06
H 0.64753 -1.57462 -1.42168  0.05
H 0.35690 -3.04937 -2.44231  0.05
H -1.52171 -1.83565 -3.55531  0.09
H -0.48829 1.67011 -1.54071  0.07
H -0.46850 0.06306 -0.70088  0.08
O 2.79932 4.03234 2.83954  -0.07
H 3.59926 3.67771 2.40674  0.04
H 3.11477 4.02197 3.74339  0.02
O 0.86980 1.73993 4.55124  -0.03
H -0.01991 1.42467 4.56905  0.02
H 1.29207 1.40273 5.32265  0.02
O -2.59819 -3.07232 -0.94153  -0.08
H -2.26291 -3.39715 -1.80256  0.03
H -3.19306 -2.44877 -1.39852  0.04

Properties
Energy relative to the best compared isomer or geometry (same formula, charge and spin) ... 79.5 kcal per mole
Total charge ... 0
LUMO ... 0.750 eV
SMILES ... C=CN=C.O.O.O
Orbital gap ... 9.90 eV

***

Entry 6:
The following is a DFT calculation (wB97M-V/def2-TZVPD) of C27H33O2Pt as an isolated structure in a non-equilibrium geometry.

Last column: Löwdin charge in e.
Atoms and positions in Å:
O -0.31890 0.20096 -5.95847  -0.10
C -0.38950 1.46424 -6.72370  -0.14
C -0.04081 0.84397 -8.06334  -0.07
H 0.39338 2.15967 -6.40508  0.08
H -1.39200 1.93568 -6.69820  0.13
C 0.01876 -0.45130 -7.22759  -0.57
H 0.90719 1.13490 -8.50747  0.12
H -0.86866 0.88404 -8.77385  0.11
C 1.33102 -1.19474 -7.14887  -0.02
H 2.12743 -0.61285 -6.66740  0.08
H 1.65158 -1.44265 -8.16924  0.10
H 1.14305 -2.13912 -6.60738  0.09
C -1.05357 -1.34138 -7.81587  -0.03
H -1.98702 -0.78060 -7.91219  0.09
H -1.20795 -2.20788 -7.17339  0.08
H -0.73314 -1.65149 -8.82370  0.10
Pt -0.24795 0.08312 -0.99117  1.16
C -3.09593 -0.83946 0.98565  -0.08
C -2.74950 0.53543 0.92142  -0.07
C -2.27427 0.83985 -0.40204  -0.25
H -2.85431 1.23981 1.73583  0.11
C -2.33869 -0.42553 -1.18506  -0.28
C -2.85458 -1.43134 -0.26303  -0.08
H -3.07611 -2.45619 -0.53328  0.11
H -3.60516 -1.31309 1.83078  0.11
H -2.19096 1.83500 -0.83863  0.10
H -2.44468 -0.45576 -2.26961  0.10
C 1.00728 -2.19701 0.70548  -0.03
C 0.17289 -2.62890 -0.35936  -0.07
C 0.56010 -1.93326 -1.57138  -0.21
H -0.55971 -3.43328 -0.31496  0.12
C 1.69110 -1.04334 -1.19837  -0.20
C 1.91165 -1.21798 0.22487  -0.10
H 2.63861 -0.66067 0.81605  0.10
H 0.98534 -2.60990 1.72070  0.13
H 0.31967 -2.18657 -2.60856  0.11
H 2.39479 -0.62995 -1.92592  0.08
O 2.49559 1.28340 -5.10689  -0.15
C 1.83977 0.55430 -4.04965  -0.20
C 0.64441 1.37852 -3.51166  -0.17
H 2.59691 0.42533 -3.23394  0.10
H 1.59318 -0.44424 -4.46377  0.11
C 0.89904 2.80098 -4.08340  -0.13
H 0.64041 1.38301 -2.38068  0.04
H -0.32378 0.93649 -3.81306  0.10
C 2.20740 2.69308 -4.92037  -0.17
H 0.94677 3.54254 -3.28256  0.11
H 0.06338 3.06578 -4.72853  0.09
H 3.06314 3.18996 -4.41227  0.12
H 2.18065 3.14035 -5.93103  0.12
C 0.28547 1.15506 0.54920  -0.12
C 0.61282 1.59222 1.67084  0.00
C 1.09170 2.05188 2.94498  -0.22
C 0.37039 2.97681 3.73872  -0.01
C 0.74136 3.19556 5.06938  -0.05
C 1.89968 2.61379 5.60691  -0.03
C 2.64878 1.74659 4.79921  -0.05
C 2.29453 1.51938 3.46904  -0.01
H -0.49869 3.47976 3.30501  0.13
H 0.11665 3.82407 5.70501  0.12
H 2.19891 2.80439 6.64179  0.12
H 3.51556 1.23026 5.21093  0.12
H 2.90323 0.88650 2.81743  0.11

Properties
Energy relative to the best compared isomer or geometry (same formula, charge and spin) ... 0.7 kcal per mole
Spin multiplicity ... 5
Total charge ... +1
LUMO (spin up / spin down) ... -2.715 / -6.229 eV
Orbital gap (spin up / spin down) ... 7.60 / 5.19 eV

***

Look up the total charge of the first one.
-2